# 1
C39H117N21O12P6 | the ωB97M-V functional and the def2-TZVPD basis

Structure (XYZ):
```
195
Properties=species:S:1:pos:R:3:forces:R:3
C 1.463973 4.974809 -3.935625 -1.31 -0.62 -0.35
N 2.072859 3.634040 -4.082064 -0.86 -0.05 0.00
C 3.509661 3.802557 -4.000801 0.59 0.36 -0.02
P 1.315243 2.274299 -3.427224 -0.97 -0.79 -0.86
O 1.276466 2.280289 -1.926730 -0.21 -0.56 -1.39
N -0.285208 2.133546 -4.151219 2.45 3.09 -0.06
C -0.504937 2.484250 -5.586365 -0.17 -0.93 0.56
C -1.218671 1.211858 -3.594619 -0.94 -0.03 -0.86
N 2.102474 0.948968 -4.147543 0.59 -0.22 1.66
C 2.591433 0.897952 -5.501715 0.38 0.03 -1.10
C 2.394737 -0.249644 -3.306222 -0.82 0.23 0.19
H 1.163348 5.281031 -2.933647 0.54 -0.32 0.45
H 0.513254 4.967827 -4.468715 0.01 0.17 -0.29
H 2.101674 5.757116 -4.347254 0.07 -0.29 -0.13
H 3.794156 4.401189 -4.866137 0.24 -0.04 -0.13
H 4.146136 2.917776 -3.987976 -0.52 -0.26 0.07
H 3.739594 4.413628 -3.127979 0.28 -0.14 0.22
H -1.538444 2.804475 -5.718271 -0.13 -0.05 0.12
H 0.104706 3.254552 -6.058670 0.41 0.06 0.78
H -0.355226 1.587927 -6.188268 -0.12 -0.15 -0.25
H -1.029785 0.189734 -3.922754 0.51 -0.54 0.77
H -1.414992 1.392973 -2.537854 0.40 -0.47 0.06
H -2.167742 1.362241 -4.109149 -0.32 0.44 0.11
H 3.196197 1.754718 -5.798874 0.05 0.24 0.28
H 3.219241 0.027662 -5.692934 0.20 -0.10 0.65
H 1.878600 0.787463 -6.318883 -0.80 0.16 0.29
H 1.688250 -1.070617 -3.428606 -0.17 -0.05 -0.75
H 2.224859 -0.036451 -2.250860 0.57 0.47 0.03
H 3.383870 -0.670089 -3.487727 0.11 0.35 0.07
C 4.608252 -4.630281 0.123719 1.35 0.33 1.57
N 4.557821 -3.761261 1.366739 0.32 -0.90 -1.36
C 3.178393 -3.577485 1.706889 -0.56 0.36 1.30
P 5.875993 -3.383176 2.417917 -0.39 -0.47 -0.83
O 5.625071 -3.614613 3.888111 0.55 -0.10 -2.20
N 7.269788 -4.152088 1.718268 -1.36 -0.88 1.26
C 7.798104 -3.820666 0.389742 0.20 1.11 1.23
C 8.007508 -5.272835 2.417567 -0.53 1.31 -0.61
N 6.086423 -1.761826 1.973132 1.60 0.89 0.44
C 5.004046 -0.811067 2.133720 -1.27 0.23 -0.22
C 7.315273 -1.102800 2.516823 0.30 -1.13 -0.35
H 5.568352 -4.444111 -0.357580 -0.46 -0.18 -0.37
H 3.761620 -4.474169 -0.544833 0.15 0.62 0.10
H 4.574913 -5.687589 0.386562 0.02 -0.19 0.17
H 3.068809 -2.797808 2.460670 -0.07 -0.15 0.22
H 2.726599 -4.497787 2.077055 -0.11 -0.23 0.31
H 2.534088 -3.268695 0.883711 0.44 0.21 -0.40
H 8.220899 -4.676926 -0.135772 -0.31 -0.14 0.06
H 7.071913 -3.270549 -0.208694 0.06 -0.22 0.00
H 8.596612 -3.113581 0.614478 0.47 0.09 -0.64
H 9.028269 -4.977775 2.660680 0.06 0.40 0.20
H 7.494989 -5.550123 3.338728 -0.04 -0.04 -0.22
H 8.150841 -6.108666 1.732774 -0.52 -0.21 0.01
H 4.122790 -0.976903 1.514049 0.10 -0.62 -0.18
H 4.638133 -0.756842 3.159038 0.09 0.06 0.29
H 5.289333 0.198004 1.836265 0.57 -0.10 0.18
H 7.684216 -0.295758 1.883844 -0.51 0.13 -0.18
H 8.115506 -1.842745 2.502259 0.07 -0.08 0.23
H 7.218866 -0.727332 3.535557 -0.27 -0.03 0.09
C -4.485658 -3.782728 1.598805 -0.53 -1.23 -0.72
N -3.060605 -3.953326 1.394840 1.20 -0.88 1.20
C -2.560843 -2.759189 0.687951 0.98 -1.02 0.03
P -2.283453 -5.558891 1.288069 -0.83 1.07 1.05
O -0.765229 -5.487584 1.243148 -2.76 0.17 -0.25
N -2.998073 -6.384144 2.673196 -0.30 -0.43 -1.00
C -2.872253 -7.851310 2.750578 0.30 -0.27 -1.87
C -2.945979 -5.858151 4.043776 0.61 1.78 -1.11
N -3.013947 -6.323200 -0.054610 0.62 -0.21 0.58
C -4.396919 -6.819275 -0.088239 0.62 0.19 0.84
C -2.436974 -6.011286 -1.368170 0.76 0.25 0.42
H -4.967923 -4.051196 0.658888 -0.55 0.60 -0.36
H -4.702790 -2.749566 1.869975 -0.06 -0.18 0.07
H -4.981223 -4.476976 2.277425 0.55 0.01 0.54
H -2.618219 -2.905400 -0.390673 0.05 0.19 -0.21
H -1.523456 -2.573608 0.966306 -0.03 -0.02 -0.18
H -3.134528 -1.866461 0.936996 0.00 -0.20 0.20
H -2.258665 -8.212596 3.575850 -0.02 0.25 0.04
H -3.804022 -8.413588 2.689372 -0.58 0.43 0.80
H -2.443047 -8.222574 1.819958 0.65 0.10 -0.01
H -3.500679 -6.427441 4.789631 0.29 -0.42 -0.38
H -1.882377 -5.720589 4.238549 0.05 -0.31 1.00
H -3.366115 -4.852919 4.076788 -0.16 0.10 -0.10
H -5.099958 -5.998378 -0.229527 -0.26 -0.22 -0.32
H -4.470260 -7.596377 -0.849042 -0.12 0.24 -0.18
H -4.628305 -7.300348 0.862099 -0.06 0.13 0.00
H -2.486253 -4.954835 -1.631939 -0.40 0.31 -0.02
H -2.911838 -6.570710 -2.174163 -0.01 -0.19 0.25
H -1.365956 -6.212390 -1.344135 -0.02 -0.29 -0.16
C -8.732146 -1.595591 -3.731700 -0.05 0.09 0.08
N -7.519516 -1.222119 -3.043051 2.11 -0.33 0.39
C -7.653690 -1.255431 -1.571359 0.34 -0.54 -0.35
P -6.038127 -1.655551 -3.837721 1.12 0.27 0.28
O -5.937659 -1.297016 -5.292782 -0.77 -0.80 1.67
N -4.804520 -0.831124 -2.923527 -0.89 0.25 1.14
C -4.878380 0.624537 -2.706409 -0.55 0.75 -1.52
C -3.448122 -1.378636 -2.839752 -0.47 -0.89 -0.22
N -5.776278 -3.340154 -3.549149 -0.47 3.41 0.01
C -5.210013 -4.213271 -4.530825 0.34 -0.32 -0.49
C -5.905212 -3.868626 -2.203644 0.52 0.32 -0.21
H -9.409469 -0.753979 -3.586711 -0.28 0.03 -0.77
H -9.252173 -2.452549 -3.303586 0.22 -0.38 0.29
H -8.472459 -1.864341 -4.755632 -0.44 0.51 -0.17
H -8.561604 -0.762248 -1.224142 0.07 0.44 -0.33
H -6.775043 -0.860087 -1.061672 -0.08 0.29 -0.23
H -7.753716 -2.281024 -1.216026 -0.15 -0.22 0.03
H -5.892734 1.020722 -2.659253 -0.29 -0.57 -0.01
H -4.377802 1.151998 -1.894438 0.38 -1.22 0.77
H -4.460313 1.152098 -3.563729 0.10 0.00 -0.46
H -2.755207 -0.798750 -2.230067 -0.39 0.35 0.04
H -3.501929 -2.360775 -2.370063 0.06 -0.17 0.03
H -2.985594 -1.537575 -3.813869 0.06 0.19 -0.26
H -6.008624 -4.852560 -4.907154 0.39 -0.56 -0.12
H -4.716736 -3.754014 -5.387475 -0.57 0.72 0.04
H -4.364599 -4.743311 -4.092138 -0.23 -0.65 0.25
H -6.861658 -4.363738 -2.035799 0.16 -0.63 -0.08
H -5.847002 -3.120962 -1.412626 0.18 0.36 -0.32
H -5.005794 -4.474383 -2.093220 -0.39 -0.67 0.52
C 3.392416 4.713007 0.017580 -1.04 -0.10 0.23
N 4.297816 3.813028 0.707885 0.41 0.29 0.70
C 4.801066 2.671207 -0.067432 0.36 0.04 0.81
P 4.614628 3.875715 2.379120 -1.81 1.53 0.04
O 5.889188 3.255605 2.746346 0.26 -0.52 0.01
N 4.510931 5.577647 2.696057 -1.08 -0.33 0.63
C 3.814248 6.153867 3.878161 0.17 -0.65 0.35
C 5.620259 6.483807 2.284724 -1.09 -1.44 0.51
N 3.271005 3.245309 3.225566 -0.13 -0.41 0.26
C 1.901615 3.469309 2.709344 1.43 0.83 -1.19
C 3.289395 2.099905 4.139545 0.00 -0.14 0.40
H 3.223013 5.634630 0.574377 0.30 -0.05 0.10
H 2.411512 4.249549 -0.087916 -0.27 -0.16 -0.01
H 3.630114 4.982541 -1.011483 0.86 -0.10 0.04
H 4.961549 1.797536 0.564266 -0.31 0.03 0.17
H 5.810921 2.896168 -0.410480 -0.10 0.06 -0.66
H 4.097109 2.377797 -0.846178 0.09 0.21 -0.13
H 3.277505 7.088212 3.713803 0.20 0.23 -0.82
H 3.053288 5.536033 4.354938 0.23 -0.60 -0.44
H 4.518436 6.378493 4.679262 0.31 -0.03 0.09
H 6.507546 6.190410 2.845729 0.35 0.20 -0.27
H 5.732319 6.359763 1.207618 0.38 0.45 0.06
H 5.294737 7.470274 2.614915 0.31 0.16 -0.56
H 1.854949 4.531320 2.468409 -0.49 0.18 0.03
H 1.838587 2.960353 1.747524 -0.48 -0.24 0.01
H 1.059176 3.201680 3.347123 0.45 -0.14 0.30
H 2.754372 1.217859 3.787632 0.33 -0.22 -0.95
H 2.661483 2.287507 5.010532 0.25 0.68 0.42
H 4.282405 1.803837 4.477740 0.01 0.24 -0.23
C -2.402654 4.180899 -0.965301 -0.14 -0.42 1.22
N -1.697438 4.985869 0.088137 -1.40 0.21 -0.78
C -0.295813 5.029215 -0.352714 -0.32 0.68 1.02
P -2.096609 4.802428 1.747754 0.41 3.60 -1.23
O -1.674536 3.510081 2.243749 -0.45 -1.73 1.33
N -1.163551 6.048356 2.470963 0.04 -0.72 -0.89
C -0.601757 5.943411 3.820702 -0.53 0.20 -0.23
C -1.038349 7.387076 1.894192 -0.49 -0.28 -0.19
N -3.750378 5.293302 1.953808 -0.30 -0.31 0.19
C -4.309754 6.578444 1.414755 0.65 -0.89 -0.01
C -4.437314 4.982574 3.276077 1.23 0.35 -1.01
H -3.460222 4.406394 -1.102421 0.08 0.33 0.14
H -2.339420 3.131062 -0.679076 -0.13 -0.34 0.02
H -1.877784 4.219485 -1.919830 -0.02 0.51 0.08
H -0.250380 5.635151 -1.257637 -0.01 -0.13 -0.18
H 0.066656 4.020674 -0.551614 0.37 0.06 0.03
H 0.289614 5.569481 0.391248 0.25 -0.38 0.07
H 0.454345 6.211088 3.853881 0.14 0.09 -0.20
H -1.154988 6.657139 4.431116 0.13 0.08 0.44
H -0.691846 4.959963 4.282013 -0.21 -0.08 -0.42
H -1.536910 7.499134 0.931390 -0.09 -0.50 -0.02
H -1.518290 8.136622 2.523429 0.24 0.17 0.34
H -0.000058 7.648026 1.689364 0.23 0.08 0.35
H -4.302951 7.396925 2.134582 0.33 -0.02 0.34
H -3.769714 6.913203 0.529092 0.00 -0.22 0.00
H -5.359571 6.437899 1.157385 -0.01 -0.24 -0.13
H -4.238323 5.792680 3.977672 0.20 0.11 0.18
H -4.051459 4.054963 3.698855 -0.15 -0.01 -0.17
H -5.521937 4.966610 3.169098 0.06 -0.32 -0.38
C -0.636972 -2.914128 3.870414 0.32 -1.63 0.56
N -0.579600 -1.478673 3.705862 1.86 2.37 1.74
O 0.369755 -0.824328 4.162038 0.17 -1.71 -0.27
O -1.498501 -0.890729 3.240640 -2.44 0.15 -1.64
H -0.154447 -3.430703 3.040710 0.07 0.22 -0.13
H -1.661242 -3.279929 3.942326 0.02 0.52 -0.23
H -0.109132 -3.158787 4.792168 0.10 0.10 -0.18
C 0.626130 -3.716787 -1.173585 0.46 0.44 -0.27
N 1.227158 -4.257190 -2.416520 3.47 2.90 0.40
O 2.220512 -3.653778 -2.884602 -1.35 -0.41 0.65
O 0.821077 -5.255661 -2.867779 -1.67 -2.74 -1.16
H 0.767952 -4.476204 -0.404655 -0.61 -0.06 -0.09
H -0.398305 -3.487091 -1.466622 -0.03 -0.13 0.61
H 1.190558 -2.823707 -0.905371 -0.30 -0.02 -0.15
C -0.106514 1.165895 0.710143 -0.10 0.53 -0.84
N 0.290939 -0.190420 0.151447 1.95 1.31 2.17
O 1.470788 -0.542380 0.347359 -1.81 0.29 -0.53
O -0.549682 -0.834142 -0.397923 -0.63 -0.81 -0.92
H -1.120096 1.415328 0.396222 0.05 -0.47 0.01
H 0.557132 1.862581 0.198001 0.13 -0.08 0.21
H -0.055184 1.275181 1.793434 0.32 -0.65 -0.13
```
Positions in Å, forces in eV/Å.

## Properties
* frontier orbital gap: 8.3 eV
* spin multiplicity: 1
* HOMO: -7.96 eV

***

# 2
C39H23N8Sn | the ωB97M-V functional and the def2-TZVPD basis

Structure (XYZ):
```
71
Properties=species:S:1:pos:R:3:forces:R:3
Sn -0.345893 -0.361578 -0.235490 -0.15 -0.04 0.36
C -6.571207 1.044351 1.312911 0.00 -0.02 0.01
C -6.564287 -0.228885 1.893829 -0.01 0.03 0.00
C -5.375775 -0.910588 2.107759 0.02 0.02 0.05
C -4.198824 -0.286235 1.724950 -0.01 -0.08 -0.02
C -2.798561 -0.738781 1.737233 0.12 0.11 0.14
N -2.002371 0.242934 1.192100 -0.23 -0.05 -0.27
C -2.807972 1.300283 0.824355 0.04 0.13 0.17
N -2.464255 2.434975 0.297278 0.00 -0.09 -0.10
C -1.179613 2.727877 -0.027926 0.00 -0.01 0.00
C -0.738223 4.032736 -0.405586 -0.05 0.04 -0.03
C -1.403642 5.257738 -0.555547 0.01 -0.03 0.02
C -0.673602 6.344954 -0.972204 0.04 0.02 -0.01
C 0.714997 6.240476 -1.228962 -0.03 0.02 0.01
C 1.380161 5.047788 -1.073623 -0.01 -0.04 -0.01
C 0.641940 3.927897 -0.664879 0.03 0.04 -0.01
C 0.993696 2.563598 -0.434891 0.10 -0.04 -0.08
N 2.239062 2.069293 -0.608254 -0.14 0.00 -0.03
C 2.562641 0.861048 -0.248360 0.08 0.06 0.16
N 1.789440 -0.076553 0.402308 0.15 -0.15 -0.24
C 2.562700 -1.193173 0.634378 0.03 0.18 0.10
N 2.239270 -2.287483 1.262212 -0.15 -0.11 -0.01
C 1.002443 -2.502958 1.758974 0.16 0.07 -0.06
N -0.102854 -1.723872 1.582722 -0.01 -0.11 -0.02
C -1.159217 -2.322948 2.193729 -0.04 0.15 0.03
N -2.444475 -1.892291 2.217717 0.02 -0.09 -0.09
C -0.723728 -3.538505 2.811290 -0.03 -0.11 0.01
C -1.395624 -4.537191 3.528407 0.01 0.08 0.00
C -0.675240 -5.632091 3.944213 0.06 -0.03 0.00
C 0.707908 -5.745483 3.669686 -0.07 -0.02 0.03
C 1.378902 -4.766073 2.976059 0.01 0.08 -0.01
C 0.650851 -3.653313 2.534910 0.00 -0.09 0.02
C 3.897263 -0.975353 0.066318 -0.08 -0.11 -0.07
C 4.991495 -1.818092 -0.073624 0.05 0.03 0.08
C 6.081477 -1.346502 -0.787005 0.00 0.01 0.01
C 6.081303 -0.058443 -1.339014 0.00 0.00 0.01
C 4.991018 0.782883 -1.188009 0.05 0.04 0.07
C 3.897441 0.302094 -0.480030 -0.09 0.02 -0.12
N -0.122537 1.872468 -0.064972 -0.03 0.06 0.09
C -4.205282 0.978229 1.154884 0.01 0.01 -0.09
C -5.389436 1.665048 0.937081 0.01 0.03 0.06
H -7.517155 1.545362 1.147197 0.00 0.00 0.01
H -7.504456 -0.688542 2.173242 0.00 0.00 0.00
H -5.354773 -1.898390 2.549264 0.00 0.00 -0.01
H -2.464193 5.331180 -0.351048 0.00 -0.01 -0.01
H -1.164031 7.301102 -1.110524 0.01 0.01 0.01
H 1.258293 7.120998 -1.550816 -0.01 0.00 -0.01
H 2.441839 4.960651 -1.268066 0.00 0.00 0.01
H -2.452953 -4.440709 3.739627 -0.01 0.00 -0.02
H -1.171432 -6.427372 4.487436 0.01 0.00 0.01
H 1.241913 -6.624077 4.011441 0.00 0.00 0.01
H 2.438129 -4.843012 2.766232 0.00 -0.01 -0.02
H 4.975984 -2.811325 0.355980 -0.01 -0.01 -0.03
H 6.943408 -1.985564 -0.934896 0.01 0.01 0.01
H 6.943979 0.276744 -1.901751 0.01 0.00 0.01
H 4.976877 1.779975 -1.609556 -0.01 -0.01 -0.02
H -5.378104 2.647173 0.482718 0.00 0.00 -0.01
C 1.422240 -1.110783 -2.947658 0.32 0.02 -0.62
C 0.761194 -0.028747 -3.570297 0.04 -0.06 0.27
C -0.568387 -0.139376 -4.033506 -0.02 -0.01 -0.10
C -1.237369 0.958989 -4.530672 0.01 -0.01 0.02
C -0.611696 2.204422 -4.577603 -0.04 0.02 0.00
C 0.698334 2.336201 -4.127038 0.04 -0.04 0.01
C 1.379038 1.239211 -3.636702 -0.02 0.09 -0.03
H 2.453630 -0.991271 -2.638472 -0.05 -0.02 0.16
H 1.022609 -2.114381 -2.980921 -0.14 0.05 0.15
H -1.066192 -1.099399 -3.968987 -0.01 0.00 0.03
H -2.263741 0.858239 -4.861305 0.00 0.00 -0.01
H -1.149348 3.069131 -4.944738 0.00 0.00 0.01
H 1.180567 3.305681 -4.138066 -0.01 0.00 0.01
H 2.385697 1.351905 -3.253433 0.00 0.00 0.01
```
Positions in Å, forces in eV/Å.

## Properties
* charge: -1
* frontier orbital gap (spin up / spin down): 4.5 / 4.7 eV
* spin multiplicity: 1
* HOMO (spin up / spin down): -3.31 / -3.00 eV